(1)
Below is a molecular structure, C30H84O24S3 at a distorted geometry, with properties calculated with the ωB97M-V functional and the def2-TZVPD basis.

Calculated values
Lowest unoccupied orbital energy, eV: 0.36
Calculated total energy, hartree: -4193.46804
Strongest force on any atom, eV/Å: 4.5

```
141
Properties=species:S:1:pos:R:3:forces:R:3
C 1.005 10.048 21.444 0.7 -0.6 0.2
C 2.573 10.150 21.396 -1.2 1.7 -0.4
O 3.125 9.894 22.627 0.2 -1.4 1.2
H 0.512 10.335 20.515 0.1 0.1 0.0
H 0.566 10.572 22.293 0.5 0.9 -0.2
H 0.648 9.063 21.745 0.4 -0.6 -0.6
H 2.887 11.182 21.239 -0.7 0.4 -0.9
H 3.107 9.643 20.592 -0.6 -0.8 -0.3
H 3.711 10.638 22.784 0.5 0.0 0.8
C 0.798 8.823 17.553 0.3 -0.2 -0.5
C 0.314 9.356 16.178 0.6 -0.1 1.4
O 0.311 8.476 15.071 -0.1 0.0 0.2
H 0.185 8.155 18.158 -0.7 0.2 -0.3
H 0.977 9.746 18.104 0.1 -0.2 0.4
H 1.728 8.258 17.486 0.3 0.3 -0.3
H 1.065 10.115 15.960 -0.3 0.2 -0.4
H -0.641 9.842 16.374 -0.1 0.0 -0.6
H -0.378 7.822 15.207 0.0 -0.1 -0.1
C 6.171 13.357 22.107 0.6 -0.3 1.0
C 6.103 12.216 23.163 0.3 0.0 -1.1
O 4.788 11.834 23.487 -0.2 -0.1 -0.3
H 7.115 13.888 22.227 0.1 0.1 0.1
H 5.367 14.065 22.307 -0.1 0.1 -0.3
H 6.185 12.999 21.077 -0.5 -0.1 0.2
H 6.611 12.429 24.103 0.4 0.3 -0.1
H 6.560 11.341 22.700 0.2 -0.1 0.3
H 4.339 12.641 23.749 -0.7 0.3 0.4
C -2.176 15.009 22.745 -1.2 0.1 -0.3
C -2.193 13.825 21.762 1.4 -0.5 0.9
O -1.343 14.078 20.651 0.0 1.0 0.0
H -2.493 14.730 23.750 0.0 -0.5 -0.1
H -2.914 15.752 22.444 0.2 0.3 -0.1
H -1.218 15.511 22.881 0.2 -0.3 -0.5
H -3.149 13.439 21.406 -0.5 0.6 0.2
H -1.751 12.984 22.296 0.0 -0.3 0.2
H -1.208 13.260 20.168 0.0 -0.3 -0.6
C 5.536 17.492 18.201 -0.5 1.0 1.3
C 6.114 17.451 16.813 0.7 -2.1 0.4
O 6.223 18.637 16.144 -0.4 3.0 -0.3
H 6.117 18.091 18.902 0.2 0.7 -0.4
H 5.536 16.581 18.801 -0.1 -0.7 -1.0
H 4.517 17.878 18.237 -0.1 0.1 -0.2
H 5.496 16.820 16.174 0.2 -0.8 0.3
H 7.142 17.111 16.940 0.0 -1.0 -0.2
H 6.841 18.564 15.413 -0.1 -0.2 0.1
C -3.311 13.334 16.124 -0.4 0.5 0.2
C -2.038 14.132 15.874 -1.6 0.1 -0.2
O -0.966 13.273 15.986 1.1 -0.4 0.9
H -4.229 13.888 15.930 0.0 0.1 -0.4
H -3.371 13.122 17.192 0.1 -0.4 0.0
H -3.276 12.419 15.532 -0.2 0.0 0.1
H -1.985 14.891 16.654 0.3 0.4 -0.3
H -2.022 14.535 14.861 -0.2 0.6 0.1
H -0.686 13.040 15.098 0.8 -0.6 -0.5
C -0.213 14.473 12.249 0.6 0.7 -1.5
C 0.793 14.054 13.234 1.5 0.0 1.3
O 0.423 12.816 13.734 -1.1 -1.8 0.9
H -0.119 13.829 11.375 -0.4 -0.3 0.1
H 0.062 15.447 11.843 -0.5 0.4 0.2
H -1.218 14.429 12.667 0.1 0.2 -0.1
H 0.904 14.692 14.112 -0.4 0.5 -0.1
H 1.833 13.901 12.947 0.0 0.7 -1.0
H 1.041 12.136 13.456 0.3 -0.4 0.1
C -3.927 16.828 19.924 -0.1 0.1 0.4
C -2.765 16.996 18.966 -1.0 0.4 0.3
O -1.530 16.848 19.647 -0.2 0.4 -0.9
H -3.825 15.883 20.458 -0.1 -0.1 0.0
H -4.900 16.851 19.433 0.0 -0.1 -0.2
H -3.933 17.634 20.657 0.1 0.0 0.1
H -2.849 17.991 18.529 0.5 0.1 0.0
H -2.939 16.304 18.142 0.5 -0.4 -0.2
H -1.483 15.913 19.861 0.3 -0.7 0.5
C 1.667 13.463 22.407 0.9 0.6 0.7
C 2.217 14.501 23.370 0.2 1.3 1.6
O 3.111 14.001 24.398 0.1 -1.4 -0.4
H 0.896 13.995 21.850 0.0 -0.3 -0.4
H 1.216 12.630 22.946 0.0 0.1 0.1
H 2.476 13.089 21.778 -0.3 0.0 -0.2
H 1.406 14.980 23.919 -0.5 -0.2 0.0
H 2.739 15.377 22.987 0.0 -0.3 -1.2
H 3.647 14.679 24.816 -0.3 0.3 -0.3
C 4.502 13.397 13.684 -0.1 1.0 0.5
C 5.435 14.624 14.040 0.1 -1.8 -1.6
O 6.300 14.791 12.893 0.7 0.3 0.6
H 4.983 12.433 13.849 0.2 0.3 0.3
H 4.223 13.376 12.630 0.1 0.4 -0.2
H 3.558 13.423 14.228 0.0 -0.1 0.3
H 6.099 14.298 14.840 0.0 0.2 0.1
H 4.966 15.566 14.325 -0.3 -0.3 -0.2
H 5.828 14.997 12.083 -0.4 0.0 0.3
C -3.098 10.830 19.318 1.0 -0.1 -0.9
C -2.008 11.064 18.230 -1.0 0.4 0.7
O -1.235 12.236 18.455 0.1 -0.6 1.2
H -3.761 11.685 19.452 -0.1 -0.1 -0.2
H -2.677 10.551 20.284 0.2 0.2 0.0
H -3.614 9.944 18.950 -0.5 0.1 0.2
H -2.486 11.243 17.267 -0.2 -0.6 0.0
H -1.404 10.158 18.183 0.2 0.1 0.0
H -1.098 12.631 17.591 0.4 0.3 -0.6
C 3.891 10.055 15.277 1.0 0.5 0.3
C 3.627 10.020 13.780 -1.6 0.5 0.2
O 2.284 10.574 13.617 0.3 -0.2 -0.4
H 4.898 9.716 15.518 0.0 -0.4 0.1
H 3.136 9.557 15.886 0.1 -0.8 -0.5
H 3.834 11.040 15.738 0.2 0.5 -0.7
H 3.581 9.014 13.363 0.3 -0.2 0.2
H 4.245 10.600 13.095 0.4 0.1 0.6
H 1.732 9.845 13.909 -0.6 0.0 0.0
C -0.143 17.584 16.635 -0.1 -0.6 1.9
C 0.975 17.965 17.652 -0.7 1.2 -0.6
O 2.239 17.707 16.983 -0.7 -1.0 -0.8
S 1.934 17.096 15.460 1.0 0.5 0.3
O 2.818 15.986 15.136 -1.9 1.7 1.0
O 1.892 18.237 14.571 -0.4 -1.6 1.0
O 0.432 16.549 15.871 2.2 0.0 -1.8
H -0.555 18.365 15.996 0.1 0.0 0.3
H -0.847 17.021 17.249 -0.7 0.7 -0.3
H 0.794 17.477 18.610 0.7 -1.0 -0.3
H 0.909 19.008 17.959 0.3 0.3 -0.6
C 6.724 9.888 19.290 -1.2 0.2 -0.3
C 7.568 8.842 18.602 0.9 0.9 -0.5
O 8.058 9.521 17.412 0.0 1.2 -1.2
S 7.847 11.140 17.399 -1.4 0.7 1.3
O 6.747 11.558 16.525 2.2 -1.3 1.2
O 9.092 11.867 17.409 -1.4 -1.3 -0.4
O 7.293 11.157 18.943 0.6 -0.2 -0.5
H 6.629 9.778 20.371 0.5 0.2 0.0
H 5.702 9.846 18.911 -0.1 0.1 -0.1
H 7.030 7.975 18.219 0.1 0.0 0.5
H 8.475 8.629 19.167 -0.2 -0.5 0.1
C 1.929 14.480 18.389 -0.4 -1.2 -1.2
C 1.915 13.304 17.295 -1.2 0.8 0.3
O 3.003 12.499 17.581 3.8 -0.2 1.0
S 4.142 13.240 18.542 0.4 -0.6 0.8
O 5.056 14.129 17.808 -2.3 -1.9 1.5
O 4.711 12.221 19.473 -2.1 2.9 -2.7
O 2.944 14.132 19.320 1.8 -1.0 -0.4
H 0.970 14.499 18.907 0.2 0.2 0.2
H 2.170 15.430 17.912 0.0 -0.1 0.1
H 1.912 13.706 16.281 0.4 0.1 0.0
H 1.133 12.546 17.334 -0.7 0.8 0.4
```
Positions in Å, forces in eV/Å.

These are the Mulliken partial charges, in e, on atoms 1 to 2:
1. C -1.029
2. C 1.141



(2)
Below is 2 unconnected molecules or ions with the total composition C17H18FN2 at a distorted geometry, with properties calculated with the ωB97M-V functional and the def2-TZVPD basis.

Calculated values
Lowest unoccupied orbital energy, eV: -5.85
Charge: +1
Calculated total energy, hartree: -867.69709
ΔE to the lowest compared entry with this formula, charge and spin, eV: 0.027
Strongest force on any atom, eV/Å: 2.8

```
38
Properties=species:S:1:pos:R:3:forces:R:3
F 3.665 2.600 1.746 -0.4 -1.0 0.0
C 3.211 1.322 1.713 -0.4 0.1 -0.1
C 4.111 0.269 1.672 0.3 0.4 0.0
C 3.658 -1.034 1.625 0.1 -0.1 0.0
C 2.311 -1.291 1.607 -0.6 -0.1 0.0
C 1.357 -0.248 1.637 0.5 0.0 0.1
C -0.010 -0.633 1.612 0.0 0.4 -0.3
C -1.242 0.072 1.626 0.0 0.1 0.0
C -2.420 -0.708 1.673 0.4 -0.2 0.0
C -3.663 -0.133 1.688 -0.3 -0.3 0.0
C -3.789 1.242 1.655 -0.1 -0.1 0.0
C -2.660 2.039 1.603 0.3 0.3 0.0
C -1.407 1.473 1.587 0.1 0.0 0.0
C 1.857 1.067 1.704 0.1 0.6 0.1
H 5.164 0.484 1.672 0.3 0.1 0.0
H 4.363 -1.850 1.601 0.1 0.0 0.0
H 1.966 -2.310 1.581 -0.1 -0.2 -0.1
H -0.140 -1.703 1.576 0.0 -0.3 0.0
H -2.327 -1.780 1.707 0.0 -0.3 0.0
H -4.543 -0.755 1.726 -0.1 -0.1 0.0
H -4.768 1.689 1.661 -0.2 0.1 0.0
H -2.768 3.111 1.568 0.1 0.1 0.0
H -0.554 2.119 1.524 0.1 0.2 0.0
H 1.204 1.911 1.773 -0.1 0.3 0.0
C -1.880 -1.738 -2.282 -0.4 -0.3 -0.3
C -0.645 -0.978 -2.565 1.5 1.7 0.0
N 0.234 -0.667 -1.669 -2.2 -1.6 0.5
C 1.243 0.125 -2.247 1.5 0.8 -0.4
C 0.812 0.429 -3.699 0.2 0.2 -0.1
N -0.337 -0.448 -3.832 -1.0 -0.5 0.0
H -2.477 -1.854 -3.189 0.0 -0.1 0.1
H -1.650 -2.730 -1.892 0.1 0.0 -0.1
H -2.479 -1.217 -1.536 0.0 0.1 0.0
H 1.382 1.036 -1.649 0.1 -0.1 -0.2
H 2.187 -0.435 -2.214 0.0 0.2 -0.1
H 0.522 1.478 -3.840 0.1 -0.1 0.0
H 1.578 0.182 -4.443 -0.1 0.1 0.2
H -1.066 -0.139 -4.480 0.2 -0.5 0.6
```
Positions in Å, forces in eV/Å.

These are the Mulliken partial charges, in e, on atoms 1 to 2:
1. F -0.292
2. C -0.137



(3)
Below is 2 unconnected molecules or ions with the total composition C6H16NOPS at a distorted geometry, with properties calculated with the ωB97M-V functional and the def2-TZVPD basis.

Calculated values
Lowest unoccupied orbital energy (alpha / beta), eV: 0.67 / -2.44
Spin multiplicity: 3
⟨S²⟩: 2.0121
Calculated total energy, hartree: -1107.49183
Strongest force on any atom, eV/Å: 6.0

```
26
Properties=species:S:1:pos:R:3:forces:R:3
C -1.642 1.471 1.794 -0.1 1.4 1.4
C 2.213 1.760 1.697 -1.4 0.7 5.8
C -1.303 -2.409 -0.791 0.3 0.7 -2.7
C 0.873 -2.325 -1.881 1.0 -0.9 0.8
C -1.648 1.566 0.258 -0.7 -2.0 2.1
C 2.504 0.549 1.208 1.0 -4.1 -3.3
N -0.158 -1.575 -1.167 2.0 -0.8 -0.9
O -1.214 0.241 -0.159 -0.2 1.0 0.3
P 0.325 -0.036 -0.607 -1.8 -0.3 0.5
S 0.288 0.982 -2.519 -0.3 2.5 0.6
H -1.837 2.507 2.222 -0.1 -1.1 -0.4
H -2.415 0.761 2.230 1.0 0.8 -0.8
H -0.617 1.253 2.207 -0.9 -0.2 -0.7
H 1.970 1.887 2.826 0.6 -0.3 -1.9
H 1.942 2.552 1.176 -0.9 3.6 -2.7
H -0.073 2.216 -1.749 0.9 -2.2 -1.7
H -1.234 -2.778 0.170 0.3 -1.2 2.0
H -2.173 -1.803 -0.838 -0.9 0.5 -0.1
H -1.381 -3.199 -1.594 0.0 0.7 1.2
H 0.530 -3.137 -2.481 -1.3 -0.7 -0.1
H 1.389 -1.821 -2.660 0.6 1.5 -0.3
H 1.643 -2.838 -1.269 -0.3 0.6 0.2
H -0.945 2.334 -0.036 -0.1 0.3 -0.4
H -2.715 1.662 -0.068 1.2 0.3 -0.3
H 2.788 -0.234 1.847 0.2 -1.0 0.8
H 2.892 0.416 0.182 0.0 0.4 0.6
```
Positions in Å, forces in eV/Å.

These are the Mulliken partial charges, in e, on atoms 1 to 2:
1. C -0.980
2. C -0.906



(4)
Below is C3H3ClO3S in the gas phase at a distorted geometry, with properties calculated with the ωB97M-V functional and the def2-TZVPD basis.

Calculated values
Lowest unoccupied orbital energy (alpha / beta), eV: 0.32 / -3.24
Spin multiplicity: 3
⟨S²⟩: 2.0120
Calculated total energy, hartree: -1200.00203
Strongest force on any atom, eV/Å: 5.3

```
11
Properties=species:S:1:pos:R:3:forces:R:3
C -0.422 0.248 -0.639 1.6 2.9 3.6
C 0.302 1.462 0.349 -1.5 -0.4 -3.0
C -1.511 -0.536 0.009 -0.8 2.5 -4.6
O -0.031 2.430 0.907 -1.0 0.5 0.8
O 2.168 -0.568 -1.579 0.8 0.5 -2.1
O 1.573 1.080 0.191 0.7 -0.8 0.0
S 1.272 -0.385 -0.509 -0.3 -1.4 0.1
Cl 1.898 -1.601 1.215 0.5 -0.9 1.6
H -2.401 0.091 -0.311 0.4 -0.9 1.6
H -1.568 -1.385 -0.597 -0.5 -1.9 -0.8
H -1.281 -0.836 0.963 0.0 -0.2 2.6
```
Positions in Å, forces in eV/Å.

These are the Mulliken partial charges, in e, on atoms 1 to 2:
1. C 0.208
2. C 0.499



Among the records above, which one has the lowest calculated total energy? C30H84O24S3



Which value of calculated total energy does entry 3 give? -1107.49183 hartree



Among the records above, which one has the highest strongest force on any atom? C6H16NOPS



Which value of calculated total energy does entry 3 give? -1107.49183 hartree